# 1
117
Properties=species:S:1:pos:R:3:forces:R:3 method="wB97M-V/def2-TZVPD" e_homo_ha=-0.3599 mol_weight_g_mol=856.71 e_tot_ha=-4012.9717 lumo_energy_ev=-2.37 e_above_lowest_kj_mol=1632.67 multiplicity=1 smiles="CCOP(=O)(OCC)OCC.CCOP(=O)(OCC)OCC.CCOP(=O)(OCC)OCC.CCOP(=O)(OCC)OCC.C#COC(=O)OCC=O"
C -0.73409 -2.51012 1.04953 0.0 0.1 -0.1
C -0.53209 -3.91926 1.57199 -0.5 -0.1 -0.1
O 0.79980 -4.36428 1.38223 -0.5 0.7 0.2
P 2.00615 -3.57623 2.19122 0.3 -8.9 -3.8
O 1.60848 -4.16986 3.56479 0.3 4.7 0.3
O 3.23008 -4.68259 1.98083 0.4 1.3 0.1
C 4.12118 -4.92363 3.06177 0.1 -0.5 0.4
C 3.82407 -6.28326 3.67238 0.1 -0.2 0.0
O 2.45048 -2.91292 0.65645 -0.5 2.9 2.8
C 2.95027 -3.66380 -0.44565 0.5 -0.3 -0.8
C 1.87397 -4.36115 -1.25432 -0.4 -0.5 0.3
H -0.15091 -1.79073 1.63298 0.0 0.1 0.1
H -1.78820 -2.22473 1.10543 0.1 0.0 0.0
H -0.40187 -2.42521 0.01090 -0.1 0.0 0.1
H -0.80311 -3.98633 2.62974 0.0 0.0 0.0
H -1.18327 -4.60671 1.02200 0.2 0.0 0.1
H 4.05439 -4.12917 3.81312 -0.1 -0.2 -0.1
H 5.14227 -4.90983 2.66708 -0.1 0.0 -0.1
H 2.76682 -6.39779 3.92018 0.1 0.2 0.1
H 4.41783 -6.44084 4.57965 -0.1 0.0 -0.1
H 4.06431 -7.07866 2.95934 0.1 0.1 0.1
H 3.74092 -4.35976 -0.15604 -0.2 0.1 0.2
H 3.43347 -2.93168 -1.10100 -0.1 0.3 0.2
H 1.50695 -5.25663 -0.74088 0.0 0.2 -0.1
H 2.27251 -4.68864 -2.22035 0.1 0.2 0.1
H 1.01921 -3.70324 -1.43330 0.1 0.0 0.0
C -6.37558 -2.60259 -0.21942 -0.1 -0.1 0.0
C -6.81033 -1.34756 0.51223 -0.3 0.0 -0.4
O -6.86835 -1.54958 1.91360 0.4 -0.1 -0.9
P -5.45924 -1.88022 2.71100 -8.3 3.2 4.0
O -4.92208 -0.43533 2.56611 3.3 -3.0 -1.7
O -5.97167 -1.61557 4.27103 1.0 -0.9 -0.2
C -5.08518 -0.97287 5.17749 0.0 0.6 0.3
C -5.55836 0.44918 5.42961 -0.1 0.2 0.2
O -6.05945 -3.49466 2.87290 3.8 0.2 -1.7
C -7.20309 -3.86991 3.63417 -0.7 -0.5 0.7
C -8.52076 -3.63757 2.92113 -0.2 0.7 -0.1
H -5.34271 -2.86272 0.03264 0.1 0.0 -0.1
H -6.44060 -2.46096 -1.30176 0.1 0.0 0.1
H -6.99906 -3.45635 0.06111 0.1 0.2 0.0
H -6.14527 -0.51032 0.28096 0.0 0.0 0.0
H -7.81701 -1.06732 0.18484 0.1 0.0 0.2
H -4.05665 -0.98682 4.80055 -0.2 0.1 0.0
H -5.09312 -1.53779 6.11525 -0.1 -0.1 -0.1
H -5.73086 0.99359 4.49892 0.2 -0.1 0.0
H -4.82797 1.00176 6.03102 -0.1 -0.1 -0.1
H -6.51264 0.44061 5.96635 0.1 0.0 0.0
H -7.20891 -3.42409 4.63144 0.1 0.2 -0.3
H -7.10210 -4.94777 3.79845 0.3 0.1 -0.2
H -8.79644 -2.57730 2.92859 0.1 -0.2 -0.1
H -9.32871 -4.18034 3.42302 0.2 -0.1 0.0
H -8.47424 -3.96459 1.87883 0.0 -0.1 0.1
C -5.78007 5.87064 -6.91752 -0.1 0.1 -0.1
C -4.35544 5.39181 -6.71605 0.0 -0.1 -0.5
O -3.64256 6.22571 -5.81917 -0.8 -0.5 -0.3
P -4.15295 6.29538 -4.24901 8.8 2.6 -3.3
O -3.64407 4.87148 -3.91618 -4.5 0.3 1.2
O -2.81630 7.01535 -3.56980 -1.2 0.2 0.6
C -2.38431 6.57470 -2.28925 0.5 -0.4 0.3
C -1.11204 5.75639 -2.43544 0.2 0.0 0.1
O -4.72155 7.88639 -4.62090 -2.9 -2.4 1.7
C -3.89210 8.99298 -4.96110 0.5 1.0 0.0
C -3.44311 9.00372 -6.40918 0.4 -0.5 -0.2
H -6.35602 5.78132 -5.99106 -0.1 0.0 0.0
H -6.27977 5.28178 -7.69166 0.0 0.0 0.1
H -5.80239 6.92467 -7.20883 0.0 -0.2 0.0
H -4.33755 4.35713 -6.36123 0.0 0.0 0.0
H -3.82470 5.41978 -7.67347 0.1 0.1 0.2
H -3.16856 6.00027 -1.78415 0.2 0.0 -0.1
H -2.18701 7.46014 -1.67634 -0.1 0.0 -0.1
H -1.21971 4.96243 -3.17730 -0.2 0.1 0.1
H -0.82554 5.30753 -1.47785 0.0 0.2 -0.1
H -0.29014 6.39323 -2.77854 -0.1 0.0 0.1
H -3.04328 9.10616 -4.28283 -0.1 -0.3 -0.1
H -4.51221 9.88113 -4.80104 -0.3 -0.3 0.1
H -2.64014 8.27896 -6.58289 -0.2 0.1 0.0
H -3.04768 9.98833 -6.68023 -0.2 0.0 0.2
H -4.26724 8.75947 -7.08495 0.0 0.1 0.1
C 6.51993 -2.22936 -0.48895 -0.1 0.1 -0.1
C 7.94456 -2.70819 -0.28748 0.0 -0.2 -0.5
O 8.65744 -1.87429 0.60940 -0.8 -0.4 -0.3
P 8.14705 -1.80462 2.17956 8.8 2.5 -3.3
O 8.65593 -3.22852 2.51239 -4.6 0.4 1.3
O 9.48370 -1.08465 2.85877 -1.2 0.2 0.6
C 9.91569 -1.52530 4.13932 0.5 -0.4 0.2
C 11.18796 -2.34361 3.99313 0.2 0.0 0.1
O 7.57845 -0.21361 1.80767 -2.9 -2.4 1.7
C 8.40790 0.89298 1.46747 0.4 1.0 0.0
C 8.85689 0.90372 0.01939 0.4 -0.5 -0.2
H 5.94398 -2.31868 0.43751 -0.1 -0.1 0.0
H 6.02023 -2.81822 -1.26309 0.0 0.0 0.1
H 6.49761 -1.17533 -0.78025 0.0 -0.1 0.0
H 7.96245 -3.74287 0.06734 0.0 0.0 0.0
H 8.47530 -2.68022 -1.24490 0.1 0.1 0.2
H 9.13144 -2.09973 4.64442 0.2 0.0 -0.1
H 10.11299 -0.63986 4.75223 -0.1 0.0 -0.1
H 11.08029 -3.13757 3.25127 -0.2 0.0 0.2
H 11.47446 -2.79247 4.95072 0.0 0.1 -0.1
H 12.00986 -1.70677 3.65003 -0.1 0.0 0.1
H 9.25672 1.00616 2.14574 -0.1 -0.3 -0.1
H 7.78779 1.78113 1.62753 -0.3 -0.3 0.1
H 9.65986 0.17896 -0.15432 -0.2 0.1 0.0
H 9.25232 1.88833 -0.25166 -0.2 0.0 0.2
H 8.03276 0.65947 -0.65637 0.0 0.1 0.1
C 1.64756 0.55650 -1.84117 -6.2 8.4 -0.3
C 0.73674 1.65155 -1.75011 6.4 -6.6 -1.9
O -0.07533 2.86736 -2.08742 -0.6 -4.6 2.1
C -1.27991 2.78755 -1.24669 -1.0 1.4 8.1
O -1.16918 3.08012 0.07877 -0.7 -1.9 -9.4
O -2.63340 2.46850 -1.72598 4.7 -0.1 -0.4
C -2.65843 1.27988 -2.59225 -1.1 -1.5 -0.2
C -2.96948 -0.02854 -1.61005 2.3 -5.1 -3.4
O -2.59847 -1.24659 -2.07759 -2.5 7.6 3.3
H 2.53219 -0.21546 -2.05582 -2.6 2.1 1.0
H -1.71073 1.13041 -3.26207 -1.7 0.2 1.6
H -3.58886 1.35789 -3.32355 1.9 0.1 1.7
H -3.51899 0.13120 -0.57715 1.1 -0.3 -2.0


# 2
9
Properties=species:S:1:pos:R:3:forces:R:3 method="wB97M-V/def2-TZVPD" e_homo_ha=-0.3646 mol_weight_g_mol=88.13 e_tot_ha=-589.9798 lumo_energy_ev=0.39 e_above_lowest_kj_mol=380.32 multiplicity=1
C 0.55897 1.28206 1.87740 -3.5 -3.2 -3.7
C -0.05506 0.62349 1.05466 -1.2 -1.0 0.9
C -0.14882 -0.33178 -1.35079 1.7 1.1 1.5
O -0.68201 -2.09215 0.63300 -0.7 1.2 -0.1
S -1.14444 -0.74883 0.19207 3.5 0.3 0.3
H 1.26028 1.79648 2.32255 3.0 2.5 2.4
H 0.90177 0.10161 -1.09017 -1.9 -1.1 -0.1
H -0.71530 0.55375 -1.62544 -0.1 -0.2 -1.2
H 0.02461 -1.18462 -2.01327 -0.9 0.3 0.0


# 3
8
Properties=species:S:1:pos:R:3:forces:R:3 method="wB97M-V/def2-TZVPD" e_homo_ha="-0.3014 / -0.3127" s_squared=2.007 mol_weight_g_mol=96.18 e_tot_ha=-908.1821 lumo_energy_ev="0.35 / -1.36" e_above_lowest_kj_mol=30.57 multiplicity=3
N 1.50676 1.08495 0.06397 -0.8 -3.9 1.0
N -2.25239 0.52760 0.15677 -3.7 3.8 2.4
S 0.83890 -0.46214 -0.00809 0.5 0.5 0.2
S -3.72954 -0.08623 -0.16167 0.1 -0.4 -0.2
H 2.49038 0.99556 0.20528 0.4 1.3 -0.4
H 0.90310 1.67687 -0.41712 0.2 2.0 -0.9
H -1.43422 0.29887 -0.24812 3.1 -1.6 -1.8
H -2.27004 1.53228 0.48913 0.2 -1.8 -0.4


# 4
22
Properties=species:S:1:pos:R:3:forces:R:3 method="wB97M-V/def2-TZVPD" e_homo_ha=-0.3528 mol_weight_g_mol=200.15 e_tot_ha=-753.2132 lumo_energy_ev=-0.28 e_above_lowest_kj_mol=452.47 multiplicity=1 smiles="O=[N+]([O-])C1=COCOC1.c1cn[nH]n1"
O -1.97807 1.80402 -1.77563 2.3 -1.6 -0.6
N -0.85566 1.21949 -1.97170 -2.4 2.8 2.1
O -0.42690 0.88140 -3.02604 0.2 -0.9 -1.4
C -0.01310 1.18255 -0.81610 -1.0 1.3 1.7
C 1.14349 0.57180 -0.81504 1.4 0.8 0.8
O 1.99454 0.62966 0.24384 -0.3 -0.4 -1.0
C 1.54261 1.46098 1.30358 4.9 2.9 -0.9
O 0.29143 1.30473 1.58002 -3.6 0.3 0.2
C -0.49481 1.82379 0.49661 -1.0 0.8 -0.9
H 1.53769 0.10954 -1.66831 0.5 -0.9 -0.9
H 1.91996 2.57211 1.13262 -1.4 -1.5 -0.7
H 2.21692 1.28475 2.09559 0.2 -1.2 1.3
H -0.52473 2.97509 0.45941 0.5 -1.6 0.1
H -1.51970 1.52986 0.68602 -0.1 -0.2 0.0
C -0.42170 -3.35555 0.25145 1.1 -3.2 -2.4
C -0.73438 -2.47670 -0.79104 0.7 1.6 3.1
N -0.93988 -1.32631 -0.13076 -0.9 1.4 -0.1
N -0.78888 -1.57557 1.17699 -0.6 0.3 -2.0
N -0.47649 -2.79963 1.41851 0.5 -1.3 1.6
H -0.03311 -4.36783 0.04143 -0.5 0.5 0.8
H -0.54200 -2.51446 -1.84345 -0.5 -0.1 -0.2
H -0.89724 -0.93371 1.95199 -0.1 0.3 -0.6


# 5
45
Properties=species:S:1:pos:R:3:forces:R:3 method="wB97M-V/def2-TZVPD" e_homo_ha=-0.3058 mol_weight_g_mol=465.32 e_tot_ha=-4192.0649 lumo_energy_ev=-0.62 e_above_lowest_kj_mol=132.10 multiplicity=1 smiles="Cc1cc(C)c2c(C)cc(=O)oc2c1S(=O)(=O)NC(=O)Nc1ccc(Br)cc1"
C 0.94890 -2.54638 -1.31649 0.5 0.2 0.0
C -0.01418 -2.21052 -0.16281 0.5 1.4 -1.0
C 0.03233 -3.01556 0.95673 -0.2 1.8 -0.1
C -0.54779 -2.59287 2.13530 -2.4 0.3 0.2
C -0.54874 -3.69301 3.16557 1.1 0.1 1.8
C -1.36570 -1.34938 2.23418 0.6 -1.3 -0.1
C -2.08916 -0.83212 3.45744 -1.3 -0.1 -1.5
C -1.99040 -1.43914 4.78701 0.9 -0.5 1.9
C -2.99246 0.15827 3.29365 1.3 -0.7 -0.4
C -3.20710 0.76342 1.99615 -1.5 1.2 2.3
O -4.12071 1.56786 1.96738 1.4 -0.5 -2.2
O -2.31535 0.47363 0.98044 -1.1 0.6 -0.4
C -1.54019 -0.62770 1.02765 1.1 -1.9 1.6
C -0.84099 -1.03225 -0.12818 0.2 0.0 0.1
S -0.92075 0.20713 -1.40437 -1.1 1.1 -2.7
O -2.19931 0.46566 -2.02090 0.0 -0.5 2.0
O 0.06497 -0.06911 -2.38510 1.8 -0.5 0.0
N -0.43785 1.64404 -0.66463 -2.8 -1.0 -3.0
C 0.84240 1.71341 -0.25477 2.2 1.9 0.4
O 1.01876 1.58724 0.90680 0.9 -1.1 4.1
N 1.92888 2.19096 -0.95624 -1.7 -0.3 -2.0
C 2.04992 2.52694 -2.33478 0.6 -0.9 -0.5
C 3.33020 2.31267 -2.87147 -2.6 2.2 -2.6
C 3.54745 2.76578 -4.20919 -3.1 0.0 0.6
C 2.43016 3.23897 -5.01945 1.5 -0.8 1.7
Br 2.72920 3.77206 -6.81874 0.0 0.0 0.3
C 1.13968 3.31309 -4.45184 1.6 1.2 -1.2
C 0.99778 3.01596 -3.15094 -0.4 -1.3 3.6
H 1.90978 -1.93510 -1.21698 -1.5 -0.3 -0.3
H 1.37605 -3.59511 -1.33805 -1.2 0.9 0.4
H 0.40047 -2.31227 -2.24246 0.9 -0.2 0.1
H 0.64969 -3.89176 0.90633 -0.1 -0.4 0.1
H 0.00116 -4.61612 2.72860 -1.3 1.5 1.0
H -1.59287 -3.90547 3.55530 1.4 0.0 -0.5
H 0.08247 -3.29773 4.04608 -1.0 -1.0 -1.0
H -2.63718 -2.33923 4.97852 0.8 0.7 -0.6
H -0.92120 -1.69317 4.85686 -0.5 -0.3 0.8
H -2.23598 -0.73243 5.63778 0.3 -0.6 -1.2
H -3.58676 0.60232 4.10016 0.3 -0.4 -0.4
H -1.11362 1.88923 0.04372 0.2 0.2 0.3
H 2.76111 1.89751 -0.48891 0.5 0.2 0.2
H 4.09153 1.92179 -2.28158 1.4 -0.6 0.8
H 4.54923 2.74212 -4.51765 1.0 0.0 -1.1
H 0.32157 3.87612 -4.87278 0.0 -0.4 -0.8
H 0.01463 3.08022 -2.65334 0.6 0.2 -0.5


# 6
8
Properties=species:S:1:pos:R:3:forces:R:3 method="wB97M-V/def2-TZVPD" e_homo_ha="-0.7026 / -0.7468" total_charge=+2 s_squared=20.011 mol_weight_g_mol=211.01 e_tot_ha=-938.0522 lumo_energy_ev="-10.03 / -10.54" e_above_lowest_kj_mol=0.00 multiplicity=9
H 0.83552 -0.15188 1.32509 2.4 -2.2 -2.1
C -0.78248 0.71957 0.57863 -1.5 -0.4 -1.1
O -1.97125 0.87067 0.42147 0.5 0.3 0.1
O -0.07170 0.11969 -0.34346 -1.2 0.5 -1.2
C 1.19415 -0.41163 0.16928 -0.7 2.1 3.6
H 1.31258 -1.39264 -0.28848 0.2 0.1 0.8
H 1.94696 0.35125 -0.03333 0.2 -0.6 -0.4
Eu -2.46380 -0.10503 -1.82919 0.1 0.2 0.4


# 7
8
Properties=species:S:1:pos:R:3:forces:R:3 method="wB97M-V/def2-TZVPD" e_homo_ha="-0.2684 / -0.4057" s_squared=2.010 mol_weight_g_mol=110.09 e_tot_ha=-734.4258 lumo_energy_ev="-0.67 / -2.48" e_above_lowest_kj_mol=100.23 multiplicity=3
N 0.97070 0.39196 -0.01598 5.3 5.0 -2.3
N 0.49784 -0.68413 0.45909 -2.7 -2.0 1.4
O 1.14424 -1.65905 0.81802 0.7 -1.0 0.3
O -1.87433 -0.92561 -1.18715 0.2 1.7 1.7
O -1.38398 1.24892 0.02366 -0.7 -0.1 -0.5
S -1.78283 -0.13825 0.04680 -1.0 -1.6 -1.3
H 2.03241 0.51628 0.06321 -2.3 -0.2 0.0
H 0.39594 1.24989 -0.20764 0.6 -1.8 0.6


# 8
7
Properties=species:S:1:pos:R:3:forces:R:3 method="wB97M-V/def2-TZVPD" e_homo_ha=-0.4157 mol_weight_g_mol=149.99 e_tot_ha=-1524.3275 lumo_energy_ev=-0.56 e_above_lowest_kj_mol=33.51 multiplicity=1
N 0.73875 -0.72096 0.18710 0.5 0.0 0.2
O -1.37328 0.25442 -0.88178 0.9 -0.8 0.1
O 0.25096 1.83402 -0.14624 1.5 -0.3 1.0
S -0.28059 0.53153 0.01555 -4.2 2.4 -1.1
Cl 1.85967 -0.70807 -1.12015 0.0 -0.5 -0.1
Cl -1.19894 0.24209 1.81187 0.5 0.3 0.3
H 0.00343 -1.43303 0.13367 0.9 -1.0 -0.3


Repeat the fifth record exactly.
45
Properties=species:S:1:pos:R:3:forces:R:3 method="wB97M-V/def2-TZVPD" e_homo_ha=-0.3058 mol_weight_g_mol=465.32 e_tot_ha=-4192.0649 lumo_energy_ev=-0.62 e_above_lowest_kj_mol=132.10 multiplicity=1 smiles="Cc1cc(C)c2c(C)cc(=O)oc2c1S(=O)(=O)NC(=O)Nc1ccc(Br)cc1"
C 0.94890 -2.54638 -1.31649 0.5 0.2 0.0
C -0.01418 -2.21052 -0.16281 0.5 1.4 -1.0
C 0.03233 -3.01556 0.95673 -0.2 1.8 -0.1
C -0.54779 -2.59287 2.13530 -2.4 0.3 0.2
C -0.54874 -3.69301 3.16557 1.1 0.1 1.8
C -1.36570 -1.34938 2.23418 0.6 -1.3 -0.1
C -2.08916 -0.83212 3.45744 -1.3 -0.1 -1.5
C -1.99040 -1.43914 4.78701 0.9 -0.5 1.9
C -2.99246 0.15827 3.29365 1.3 -0.7 -0.4
C -3.20710 0.76342 1.99615 -1.5 1.2 2.3
O -4.12071 1.56786 1.96738 1.4 -0.5 -2.2
O -2.31535 0.47363 0.98044 -1.1 0.6 -0.4
C -1.54019 -0.62770 1.02765 1.1 -1.9 1.6
C -0.84099 -1.03225 -0.12818 0.2 0.0 0.1
S -0.92075 0.20713 -1.40437 -1.1 1.1 -2.7
O -2.19931 0.46566 -2.02090 0.0 -0.5 2.0
O 0.06497 -0.06911 -2.38510 1.8 -0.5 0.0
N -0.43785 1.64404 -0.66463 -2.8 -1.0 -3.0
C 0.84240 1.71341 -0.25477 2.2 1.9 0.4
O 1.01876 1.58724 0.90680 0.9 -1.1 4.1
N 1.92888 2.19096 -0.95624 -1.7 -0.3 -2.0
C 2.04992 2.52694 -2.33478 0.6 -0.9 -0.5
C 3.33020 2.31267 -2.87147 -2.6 2.2 -2.6
C 3.54745 2.76578 -4.20919 -3.1 0.0 0.6
C 2.43016 3.23897 -5.01945 1.5 -0.8 1.7
Br 2.72920 3.77206 -6.81874 0.0 0.0 0.3
C 1.13968 3.31309 -4.45184 1.6 1.2 -1.2
C 0.99778 3.01596 -3.15094 -0.4 -1.3 3.6
H 1.90978 -1.93510 -1.21698 -1.5 -0.3 -0.3
H 1.37605 -3.59511 -1.33805 -1.2 0.9 0.4
H 0.40047 -2.31227 -2.24246 0.9 -0.2 0.1
H 0.64969 -3.89176 0.90633 -0.1 -0.4 0.1
H 0.00116 -4.61612 2.72860 -1.3 1.5 1.0
H -1.59287 -3.90547 3.55530 1.4 0.0 -0.5
H 0.08247 -3.29773 4.04608 -1.0 -1.0 -1.0
H -2.63718 -2.33923 4.97852 0.8 0.7 -0.6
H -0.92120 -1.69317 4.85686 -0.5 -0.3 0.8
H -2.23598 -0.73243 5.63778 0.3 -0.6 -1.2
H -3.58676 0.60232 4.10016 0.3 -0.4 -0.4
H -1.11362 1.88923 0.04372 0.2 0.2 0.3
H 2.76111 1.89751 -0.48891 0.5 0.2 0.2
H 4.09153 1.92179 -2.28158 1.4 -0.6 0.8
H 4.54923 2.74212 -4.51765 1.0 0.0 -1.1
H 0.32157 3.87612 -4.87278 0.0 -0.4 -0.8
H 0.01463 3.08022 -2.65334 0.6 0.2 -0.5


Q: Which value of multiplicity does entry 6 give?
A: 9


Q: Which of these has the highest multiplicity?
A: C2H3EuO2


Q: Which value of multiplicity does entry 5 give?
A: 1